Entry 1:
Below is C23H31N3O4 in the gas phase, with properties calculated with ωB97M-V/def2-TZVPD.

Each line ends with the Mulliken charge.
Cartesian coordinates (Å):
C: 4.51357 -1.51256 -1.97590  -1.089
H: 3.91954 -2.42182 -2.06088  0.283
O: 4.90990 -1.44514 -0.62742  -0.381
C: 5.49472 -0.28837 -0.16834  1.285
C: 5.97277 0.70341 -1.01324  -0.542
C: 6.58767 1.85177 -0.53132  0.307
C: 6.72127 2.00488 0.83846  -0.779
C: 6.23665 1.03629 1.69526  -0.759
C: 5.61650 -0.11180 1.21999  0.500
O: 5.20378 -0.97944 2.20177  -0.474
C: 4.29261 -2.01113 1.92441  -0.648
C: 3.04981 -1.55803 1.22756  0.632
C: 2.11078 -2.24495 0.51117  -0.893
C: 1.20906 -1.23967 0.07833  0.893
N: 1.60206 -0.06548 0.51727  -0.724
O: 2.73399 -0.25724 1.23021  -0.098
C: 0.05324 -1.54023 -0.80893  0.517
O: 0.02615 -2.62453 -1.37597  -0.741
N: -0.91125 -0.61702 -0.98128  0.100
C: -1.05843 0.64909 -0.30712  -0.848
H: -0.17697 0.85511 0.29681  0.623
C: -2.32621 0.62605 0.55364  -0.542
N: -3.46836 0.35604 -0.29554  0.273
C: -3.32114 -0.95310 -0.90048  -0.360
H: -4.19138 -1.16956 -1.51914  0.432
C: -2.07106 -0.94951 -1.78192  -1.420
H: -1.90745 -1.93121 -2.22843  0.503
H: -2.18359 -0.19657 -2.56806  0.307
H: -3.21442 -1.75140 -0.14515  0.306
C: -4.76154 0.65182 0.30449  -0.363
C: -5.82461 0.86613 -0.77689  -0.782
C: -7.12087 1.36471 -0.14466  -0.772
C: -7.62852 0.36350 0.88897  -0.636
C: -6.56871 0.11406 1.95782  -0.765
C: -5.27082 -0.37803 1.32389  -0.604
H: -5.45257 -1.33098 0.82279  0.310
H: -4.51760 -0.53852 2.09872  0.352
H: -6.93225 -0.62375 2.67649  0.344
H: -6.37668 1.04254 2.50111  0.345
H: -8.54289 0.73847 1.35335  0.326
H: -7.86849 -0.57908 0.39147  0.308
H: -7.87596 1.51457 -0.91906  0.353
H: -6.94309 2.32763 0.33963  0.369
H: -5.45171 1.58666 -1.50604  0.347
H: -6.02408 -0.07105 -1.29878  0.296
H: -4.63092 1.60815 0.82677  0.330
H: -2.45351 1.60178 1.02610  0.449
H: -2.20215 -0.13374 1.34646  0.219
H: -1.16663 1.42953 -1.06795  0.241
H: 2.05347 -3.29010 0.29920  0.493
H: 4.03421 -2.41665 2.91092  0.352
H: 4.75232 -2.80976 1.32785  0.276
H: 6.32228 1.14745 2.76437  0.421
H: 7.19678 2.88556 1.24258  0.315
C: 7.07957 2.89280 -1.49152  -1.432
H: 7.66301 3.64964 -0.97427  0.363
H: 7.69888 2.44155 -2.26497  0.347
H: 6.23795 3.38233 -1.98137  0.301
H: 5.87884 0.58266 -2.08122  0.446
H: 5.37626 -1.58024 -2.64607  0.360
H: 3.89623 -0.65352 -2.25596  0.430

**HOMO**: -0.2965 Eh
**Kohn-Sham gap**: 8.89 eV
**Energy relative to the best compared isomer or geometry (same formula, charge and spin)**: 2.483 eV
**2S+1**: 1

Entry 2:
Below is a molecular structure, C21H24IrN2O3SSi, with properties calculated with ωB97M-V/def2-TZVPD.

Each line ends with the Mulliken spin population.
Cartesian coordinates (Å):
Ir: -1.96702 0.24889 0.80326  3.089
O: -1.32150 2.28073 0.73234  0.166
N: -0.12892 2.52689 1.15225  0.018
N: 0.56965 1.50213 1.36834  0.020
O: 0.10993 0.27866 1.15466  0.155
C: 1.92989 1.63128 1.84596  -0.009
C: 2.44967 2.88887 2.11438  0.002
C: 3.75277 2.97565 2.57081  -0.002
C: 4.51487 1.82815 2.75446  0.002
C: 3.97143 0.58279 2.48091  -0.001
C: 2.66643 0.47323 2.02173  0.006
H: 1.84963 3.77516 1.97062  -0.003
H: 4.17454 3.94771 2.78592  0.000
H: 5.53255 1.90724 3.11147  0.000
H: 4.55923 -0.31309 2.62684  0.000
H: 2.22496 -0.48859 1.80828  0.005
C: -4.06065 1.55263 3.19767  0.041
Si: -3.04531 0.00544 2.96983  0.263
C: -1.54146 0.11842 4.08850  0.037
C: -3.99750 -1.53995 3.34433  0.024
H: -4.37155 1.57571 4.24689  0.015
H: -4.95337 1.58716 2.57396  0.002
H: -3.46391 2.44343 2.99711  0.000
H: -1.91315 0.01516 5.11288  0.013
H: -1.04953 1.08929 4.00410  0.001
H: -0.80475 -0.66390 3.90792  -0.001
H: -4.32775 -1.47447 4.38513  0.009
H: -3.37460 -2.42925 3.24247  0.006
H: -4.88001 -1.66176 2.71642  0.008
O: -1.59750 -0.21961 -1.25891  0.093
S: -0.22951 0.15579 -1.89012  0.032
C: -0.59532 0.14555 -3.63212  0.009
C: -1.87372 -0.14376 -4.07503  -0.004
C: -2.11738 -0.12222 -5.44237  -0.001
C: -1.09806 0.18746 -6.32943  0.000
C: 0.17750 0.48311 -5.86200  0.000
C: 0.43681 0.47002 -4.50270  0.001
C: 0.75991 -1.30716 -1.74110  0.003
C: 0.16091 -2.55868 -1.75996  -0.001
C: 0.97096 -3.67709 -1.65783  -0.001
C: 2.35013 -3.53312 -1.54686  0.002
C: 2.92944 -2.27272 -1.52457  -0.001
C: 2.12977 -1.14180 -1.61212  0.007
H: -2.65714 -0.37823 -3.36917  -0.002
H: -3.10917 -0.34625 -5.81071  0.000
H: -1.29683 0.20473 -7.39243  0.000
H: 0.96870 0.72911 -6.55679  0.000
H: 1.42710 0.70449 -4.13070  0.000
H: -0.91354 -2.64981 -1.85067  -0.002
H: 0.52715 -4.66328 -1.66978  0.000
H: 2.97670 -4.41175 -1.47276  0.000
H: 4.00147 -2.16737 -1.42863  0.000
H: 2.56706 -0.15102 -1.57266  0.000

**Total charge**: +1
**HOMO (spin up / spin down)**: -0.4162 / -0.4369 Eh
**Kohn-Sham gap (spin up / spin down)**: 8.49 / 6.85 eV
**Energy relative to the best compared isomer or geometry (same formula, charge and spin)**: 0.000 eV
**2S+1**: 5
**Expectation value of S²**: 6.008

Entry 3:
Below is a molecular structure, C19H55NaO9S8, with properties calculated with ωB97M-V/def2-TZVPD.

Each line ends with the Mulliken charge.
Cartesian coordinates (Å):
Na: -1.54733 -32.07958 1.79040  0.883
C: -1.43972 -30.62166 -1.84562  -0.758
C: -0.83264 -29.98128 -0.57494  1.997
C: -1.96564 -29.21002 0.14676  -0.320
O: -0.22938 -30.94644 0.19765  -1.113
H: -1.84594 -29.85140 -2.52118  0.369
H: -2.39009 -31.09281 -1.55901  0.027
H: -0.74070 -31.26870 -2.36691  0.206
H: -0.01969 -29.29410 -0.84569  -0.935
H: -2.57198 -28.57176 -0.50522  0.140
H: -1.50222 -28.66567 0.97361  -0.094
H: -2.74298 -29.80588 0.65210  -0.414
C: -7.43530 -29.16616 2.64088  -0.795
S: -7.09295 -29.83368 0.99915  0.407
O: -6.58031 -28.70609 0.15115  -0.532
C: -5.54681 -30.66413 1.45839  -0.556
H: -8.27739 -28.47859 2.58872  0.354
H: -6.56081 -28.55688 2.88031  0.129
H: -7.60149 -29.95206 3.37359  0.360
H: -5.07032 -31.09315 0.57945  0.177
H: -5.70375 -31.43690 2.21285  0.462
H: -4.91049 -29.87752 1.86482  -0.004
C: -5.03892 -29.83938 -3.75004  -0.604
S: -5.93801 -31.19660 -4.56262  0.386
O: -4.90281 -31.90770 -5.38755  -0.559
C: -6.28421 -32.21702 -3.07827  -0.775
H: -5.72096 -29.05438 -3.43677  0.461
H: -4.40094 -29.41436 -4.52608  0.402
H: -4.41066 -30.22658 -2.94989  -0.153
H: -6.84929 -33.05371 -3.48163  0.384
H: -6.99567 -31.58920 -2.53646  0.391
H: -5.38349 -32.42970 -2.51176  0.064
C: 2.58385 -33.78984 -3.35505  -0.654
S: 2.75470 -34.48563 -1.64568  0.380
O: 3.03351 -33.31495 -0.73020  -0.542
C: 0.96020 -34.81356 -1.43179  -0.310
H: 3.53798 -33.29089 -3.49485  0.319
H: 1.70474 -33.15472 -3.40644  0.025
H: 2.44184 -34.66472 -3.98945  0.389
H: 0.86787 -34.95572 -0.35630  0.356
H: 0.54315 -35.56871 -2.09431  0.360
H: 0.47521 -33.85951 -1.64947  -0.306
C: 0.00981 -26.50656 -1.99204  -0.282
S: 0.62522 -25.32883 -0.77669  0.686
O: 2.06304 -25.06201 -1.12305  -0.703
C: -0.26292 -23.92113 -1.54956  -1.010
H: 0.52205 -27.42073 -1.68454  -0.399
H: 0.29266 -26.34310 -3.03249  0.489
H: -1.07603 -26.60060 -1.96729  0.209
H: 0.04119 -23.81026 -2.58802  0.366
H: 0.18247 -23.06036 -1.04703  0.363
H: -1.32958 -24.00811 -1.35466  0.267
C: -3.51849 -34.79425 -3.62872  -1.094
S: -1.84879 -34.04736 -3.57219  0.903
O: -1.01360 -35.03679 -4.32086  -0.713
C: -2.21027 -32.79610 -4.80184  -1.021
H: -4.19754 -34.18852 -4.22867  0.211
H: -4.01543 -34.87127 -2.65547  0.306
H: -3.44320 -35.81450 -3.99822  0.388
H: -1.27578 -32.25007 -4.98877  0.432
H: -2.69450 -31.93690 -4.32985  0.175
H: -2.66418 -33.13200 -5.72428  0.454
C: -0.39235 -24.42954 3.78166  -0.869
S: 0.78502 -25.81435 3.65874  0.507
O: 0.60884 -26.55779 4.95393  -0.655
C: -0.15939 -26.84138 2.45250  -0.621
H: -0.14255 -23.59908 3.11884  0.329
H: -0.16277 -24.06763 4.78724  0.383
H: -1.46654 -24.60319 3.73647  0.195
H: 0.53064 -27.64163 2.17527  0.449
H: -0.40917 -26.26556 1.56809  -0.098
H: -0.88840 -27.28878 3.12683  0.375
C: -4.50254 -26.17748 -0.57118  -0.970
S: -3.31459 -25.64134 0.67748  0.842
O: -3.39479 -24.14683 0.76548  -0.700
C: -4.00896 -26.39157 2.24660  -0.764
H: -5.46584 -25.65656 -0.54094  0.479
H: -4.88324 -27.20088 -0.50664  0.126
H: -4.03792 -25.96441 -1.53190  0.335
H: -3.42573 -26.08768 3.10909  0.292
H: -3.97760 -27.47912 2.14817  -0.134
H: -5.06651 -26.13194 2.29505  0.461
C: 5.54720 -28.81798 -1.67580  -1.047
S: 4.16736 -29.97362 -1.29684  0.632
O: 3.85237 -29.82135 0.15864  -0.623
C: 2.79465 -29.13610 -2.15464  -0.482
H: 5.86921 -28.72900 -2.71072  0.333
H: 6.33516 -29.33591 -1.12491  0.340
H: 5.39130 -27.85349 -1.19288  0.304
H: 2.89290 -28.13017 -1.73698  0.165
H: 1.85875 -29.62104 -1.89317  -0.071
H: 2.90767 -29.03854 -3.23441  0.457

**HOMO**: -0.2759 Eh
**Kohn-Sham gap**: 5.97 eV
**Energy relative to the best compared isomer or geometry (same formula, charge and spin)**: 1.450 eV
**2S+1**: 1

Entry 4:
Below is C3H3NO3 in the gas phase, with properties calculated with ωB97M-V/def2-TZVPD.

Each line ends with the Mulliken charge.
Cartesian coordinates (Å):
N: 1.09251 -1.18924 0.62520  -0.555
C: 0.58110 -0.10537 0.25210  0.602
O: 0.02010 0.16908 -0.98469  -0.273
C: -1.24682 -0.24754 -1.24505  0.136
O: -1.93673 -0.88435 -0.50675  -0.445
C: 0.64951 1.08374 1.17084  -0.005
O: 0.11883 2.13535 0.92693  -0.453
H: 0.99818 -1.93194 -0.06825  0.274
H: -1.51469 0.09497 -2.25187  0.348
H: 1.23800 0.87528 2.08155  0.370

**HOMO**: -0.3952 Eh
**Kohn-Sham gap**: 10.32 eV
**Energy relative to the best compared isomer or geometry (same formula, charge and spin)**: 1.590 eV
**2S+1**: 1